1.
Molecular formula: C46H64BN6O2S5SbTi
Method: DFT, wB97M-V/def2-TZVPD

Output
HOMO   -5.88 eV
Gap between HOMO and LUMO   6.068 eV
E_LUMO   0.189 eV
Energy above the lowest of the compared OMol25 structures with the same formula, charge and spin   185.0 kJ/mol

```
! RIJCOSX wB97M-V def2-TZVPD def2/J DEFGRID3
* xyz 0 1
Sb 1.18298 3.15917 -1.77318
Ti 0.06226 -0.01100 -0.17599
S 0.75529 -1.68194 -3.16509
S -1.75369 -2.06112 -0.23186
S 1.52863 1.67037 0.22626
S 1.85079 -1.33841 1.13248
S -1.08038 0.41951 2.11140
O -1.06914 0.86982 -1.21922
O 0.78348 -1.10655 -1.75883
N 0.00415 -1.62972 3.60296
N 0.44724 0.34196 4.40895
N 0.28084 -3.46891 1.73143
N -3.96294 -2.45082 1.38446
N -2.05755 -2.60329 2.42554
N 1.87147 -3.99259 0.33448
C 4.91437 6.38134 -1.02905
C 1.11174 -5.13437 0.55532
C 0.13565 -4.80624 1.42169
C 4.99520 5.42092 -2.02647
C 3.73747 0.76901 -2.17202
C -2.43717 1.14380 -1.56280
C 3.79128 6.42350 -0.21959
C 2.75567 5.51528 -0.40855
C -0.08139 -0.44306 -4.16369
C -1.23287 -1.16233 -4.85952
C 1.32971 -2.98464 1.05536
C -4.23709 -2.67774 2.72683
C -4.98455 -2.58625 0.28736
C 3.96471 4.50714 -2.20467
C -6.36780 -2.78282 0.90457
C -3.05514 -2.75994 3.36418
C 2.48815 1.38462 -4.07203
C -5.01793 -1.32445 -0.55867
C -0.84234 2.49108 4.52330
C 2.74411 1.60089 -2.71536
C 2.95492 -4.89460 -1.66301
C 0.82558 -1.80343 4.69386
C 0.94459 2.00077 6.14737
C -0.61276 -2.84193 -3.22830
C 4.14683 -4.84521 0.54347
C -1.94161 6.08507 -0.40399
C -0.18056 -0.31136 3.40779
C 3.19680 -4.09649 -0.38411
C 0.52013 1.82683 4.68955
C -1.81660 -2.10786 -3.81006
C 1.56099 2.43428 3.76030
C 2.81807 4.53674 -1.40377
C -1.61112 4.84326 1.61446
C 1.11373 -0.58467 5.18954
C -4.63548 -3.81340 -0.54275
C -2.61503 -2.39338 1.23054
C -0.21192 4.34347 -0.33396
C -0.59717 4.12186 0.99285
C -2.29074 5.83546 0.91628
C -3.15501 1.62744 -0.32480
C 4.41196 -0.19279 -2.91078
C 4.11828 -0.37096 -4.26442
C 3.81921 -2.75795 -0.77617
C -2.48471 2.15898 -2.68284
C -0.92802 5.34242 -0.99850
C 3.14982 0.43115 -4.84892
B -0.58680 -2.86078 2.86755
H -0.85576 -1.73270 -5.71252
H 4.15835 -2.18474 0.07937
H -0.64876 -5.40391 1.84571
H 4.06302 3.75751 -2.97568
H 2.53663 1.97449 3.92046
H 5.72183 7.08827 -0.88384
H -6.45067 -3.72103 1.45228
H 1.27838 2.31032 2.71240
H -6.64676 -1.95769 1.55932
H -0.09700 3.34603 1.56302
H 3.15658 -2.11814 -1.35465
H -3.49955 2.19617 -3.08267
H -5.38666 -3.93683 -1.32340
H -0.75944 3.50460 4.91880
H -4.04812 -1.10803 -0.99895
H 1.98662 1.72922 6.31630
H -7.09092 -2.81041 0.08977
H -0.25720 -3.63527 -3.88996
H 4.68714 -2.99701 -1.39442
H 1.73069 2.00108 -4.56197
H 1.34569 -6.07775 0.10354
H -4.63451 -4.70897 0.08018
H -2.62250 2.48913 0.09711
H 5.07937 -5.04939 0.01641
H 3.71517 7.16611 0.56559
H -1.16083 2.55197 3.49195
H 5.86852 5.37483 -2.66497
H -0.73889 -3.24556 -2.22208
H -5.74472 -1.46955 -1.35939
H 1.11647 -2.78037 5.02792
H 2.58861 -5.90491 -1.48838
H -1.95562 -0.44472 -5.24597
H -3.08037 6.40311 1.39280
H 0.84453 3.05676 6.39143
H 4.64662 -1.11172 -4.85101
H -1.60983 1.96241 5.09169
H 3.98977 0.86976 -1.11668
H -2.46046 6.85430 -0.96298
H 0.31163 1.43518 6.83213
H 3.90254 -4.97934 -2.19356
H -3.65853 -3.71213 -1.01417
H 4.37563 -4.24291 1.42267
H 1.88894 5.56976 0.23517
H -0.65203 -3.73594 3.70136
H 3.72738 -5.79549 0.87638
H -2.83087 -2.91998 4.40136
H -4.16522 1.94875 -0.58963
H -2.20829 3.15098 -2.31746
H -2.85051 0.18288 -1.89494
H -2.54385 -2.80548 -4.22304
H 1.70666 -0.30458 6.03561
H -1.88050 4.63919 2.64363
H 2.25221 -4.37645 -2.31917
H -3.22943 0.84704 0.43187
H 1.64422 3.50247 3.96498
H 5.17543 -0.80561 -2.44484
H 0.66372 0.02990 -4.79913
H 2.92410 0.32132 -5.90387
H -0.42483 0.28988 -3.42726
H -5.23190 -2.74391 3.11203
H -5.33047 -0.46789 0.03762
H -1.80000 1.91319 -3.49492
H -0.68903 5.55597 -2.04100
H -2.31101 -1.53932 -3.01546
*
```

=====

2.
Molecular formula: C34H67F2N10O5S2
Method: DFT, wB97M-V/def2-TZVPD

Output
HOMO   -13.65 eV
Gap between HOMO and LUMO   6.449 eV
E_LUMO   -7.198 eV

```
! RIJCOSX wB97M-V def2-TZVPD def2/J DEFGRID3
* xyz 3 1
S 0.13254 2.79766 4.91350
S -0.24510 3.45612 7.16354
F -1.30317 2.97125 8.24969
F 0.46318 1.28142 4.46556
O -0.69942 3.36500 3.88357
O 1.46835 3.41147 5.00939
O 0.93431 3.28052 7.95961
O 1.03518 -0.59005 -0.13524
O -0.66020 4.81699 6.93137
N 2.95772 0.90559 -3.64655
N -4.10637 1.60112 4.34039
N 3.69871 2.99691 1.48813
N 2.27401 -4.62112 -1.71294
N 4.45908 0.89995 1.15754
N 0.78990 0.59385 -4.05766
N -3.60404 3.06628 -4.51278
N -3.43664 2.20316 -2.48451
N -3.70018 -0.57936 4.26745
N -0.62643 2.26757 6.27279
C 5.00252 3.00889 1.91331
C -3.06078 3.28333 -3.23832
C 2.79321 0.60747 -5.01322
C -1.44822 -4.08495 -0.09777
C -3.59969 -3.09109 3.80586
C 1.40476 0.50035 -5.29492
C 4.54480 -0.50557 0.96341
C -4.86793 -0.38282 3.53274
C -3.56059 3.92417 -5.69813
C 3.31996 1.75442 0.99436
C 3.22336 -2.39406 -2.29203
C 2.68870 -4.59971 -3.19906
C 3.16411 -3.42970 -1.17246
C 1.69516 1.02988 -3.10968
C -4.03262 1.22816 -3.30952
C -0.64849 0.57153 -3.81042
C -4.00414 2.99096 -0.30153
C 4.18019 1.21444 -2.88618
C -3.07972 1.99914 -1.09619
C -2.90414 -1.83992 4.30895
C -0.84271 -0.23690 1.55936
C 3.80355 -1.29510 2.13347
C 0.13892 -4.16236 -0.05842
C -0.28927 -0.12423 0.09682
C 5.40658 1.70264 1.76854
C -4.05249 1.74728 -4.57362
C -3.94380 3.00804 4.83119
C 2.57976 -5.98480 -1.12840
C -1.26560 -0.84884 -3.66088
C -3.28682 0.56740 4.82254
C -5.16549 0.96299 3.65908
C 2.85700 4.13108 1.37322
C 3.42463 -3.23042 -3.54711
C 0.68435 -4.29203 -1.48669
H -2.89770 -3.92386 3.84835
H -3.64450 4.00535 -0.47410
H -5.47493 -1.14781 3.07150
H -4.41290 0.29580 -2.91904
H 3.60915 -6.19626 -1.41778
H 1.92943 3.92454 0.83933
H 2.40405 -6.04738 -0.05448
H 0.81305 0.33760 -6.18362
H 1.75902 -4.60301 -3.76810
H -2.95465 3.26543 5.20990
H 5.60575 -0.75540 0.95468
H -4.09708 3.68521 3.99093
H 0.43830 -5.07056 0.46469
H 5.49990 3.83604 2.39792
H 6.42461 1.34239 1.78362
H -2.12020 -1.57004 3.60135
H -0.93920 -0.59448 -0.64112
H 2.74593 -1.07445 1.98909
H -0.98467 1.03392 -2.88237
H -2.29991 -0.74081 -3.33433
H 3.21952 -5.49968 -3.50952
H -5.05445 2.90475 -0.57995
H 1.89719 -6.72235 -1.55055
H -0.72989 -1.26411 1.90608
H -2.41863 0.82657 5.41031
H -0.75244 -1.44393 -2.90548
H 4.07436 -2.34866 2.06435
H 3.93191 -1.57782 -2.15127
H 2.31197 -1.80129 -2.37005
H -4.20545 -2.93424 2.91336
H 4.09739 -0.78669 0.01005
H -3.29307 0.95416 -0.87127
H -4.39559 -3.43706 4.46536
H 3.80932 -0.92775 3.15968
H -1.91315 -0.03129 1.55817
H -4.67006 3.20666 5.61935
H 0.23051 -5.12814 -2.01872
H 0.64294 -3.30667 0.39086
H 1.45841 1.17828 -2.06644
H -1.29144 -1.35254 -4.62717
H -2.00204 2.16243 -1.10261
H -3.14606 4.89332 -5.42062
H -1.89925 -5.07485 -0.02876
H 3.36980 4.99208 0.94449
H -0.19422 0.95307 -0.03913
H -5.96687 1.56102 3.25098
H -2.64708 4.24072 -2.95786
H -4.00051 2.67050 0.74029
H -1.81438 -3.31945 -0.78190
H 4.82908 1.75059 -3.57870
H -2.93921 3.60104 -6.53334
H -4.33129 1.26542 -5.49908
H -1.75561 -3.74453 0.89103
H 3.18913 -2.66947 -4.45153
H 4.12122 -3.91440 -0.97987
H 0.53957 -3.37423 -2.05658
H 3.62813 0.33427 -5.64145
H 2.37505 1.58606 0.49919
H 3.88970 1.79073 -2.00777
H 2.71181 -3.04741 -0.25737
H 2.50180 4.33901 2.38253
H 4.57476 0.24176 -2.59237
H -2.53685 -1.83192 5.33517
H 4.50405 -3.33694 -3.65477
H -1.14187 1.15345 -4.58891
H -4.63788 4.05428 -5.80117
H -0.26391 0.35907 2.26499
*
```

=====

3.
Molecular formula: C3H8NO
Method: DFT, wB97M-V/def2-TZVPD

Output
HOMO (alpha / beta)   -9.37 / -9.35 eV
Gap between HOMO and LUMO (alpha / beta)   10.378 / 7.822 eV
E_LUMO (alpha / beta)   1.012 / -1.524 eV
Energy above the lowest of the compared OMol25 structures with the same formula, charge and spin   69.3 kJ/mol
⟨S²⟩   0.755

```
! RIJCOSX wB97M-V def2-TZVPD def2/J DEFGRID3
* xyz 0 2
O -0.79876 2.02998 -0.61526
N 0.12965 0.18950 0.56769
C 0.29958 1.42262 -0.21430
C 0.05189 -2.31610 0.47212
C 0.09430 -0.98267 -0.30717
H -0.78089 -0.81509 -0.93878
H 0.82984 2.14883 0.45077
H 0.91477 0.17597 1.21102
H 0.28182 -2.04371 1.49969
H -1.00181 -2.49131 0.49822
H 0.95015 -0.96577 -1.00699
H 1.12575 1.24955 -0.93193
H 0.81084 -3.03946 0.20615
*
```

=====

4.
Molecular formula: C7H13NO
Method: DFT, wB97M-V/def2-TZVPD

Output
HOMO (alpha / beta)   -6.69 / -6.69 eV
Gap between HOMO and LUMO (alpha / beta)   7.291 / 7.289 eV
E_LUMO (alpha / beta)   0.602 / 0.601 eV
Energy above the lowest of the compared OMol25 structures with the same formula, charge and spin   380.7 kJ/mol

```
! RIJCOSX wB97M-V def2-TZVPD def2/J DEFGRID3
* xyz 0 1
O 1.30300 0.91888 0.36196
N 0.13115 -0.42491 2.42054
C -0.95933 1.88362 -0.19792
C -0.64552 -0.09720 1.35311
C -1.57922 -1.08937 0.86319
C 1.13870 -1.44736 -0.49102
C 0.98539 -0.06516 -0.67298
C -0.10810 0.77470 0.36428
C 1.07541 0.48507 -2.08217
H 1.27334 1.55495 -2.07621
H -1.92289 1.50188 -0.53995
H 0.02658 -1.32586 2.85780
H 1.07196 -0.05880 2.42317
H 1.88907 0.00141 -2.62024
H 0.14105 0.32169 -2.62203
H -1.16012 2.62606 0.57749
H 1.51687 -1.81631 0.45176
H -2.05403 -1.69780 1.63214
H -0.47917 2.38409 -1.03427
H 1.47343 -2.02717 -1.33835
H -2.32175 -0.69385 0.17569
H -0.79580 -1.70858 0.19400
*
```

=====

5.
Molecular formula: C5H10O2
Method: DFT, wB97M-V/def2-TZVPD

Output
SMILES   C=C[C@@H](O)[C@@H](C)O
HOMO   -10.05 eV
Gap between HOMO and LUMO   10.916 eV
E_LUMO   0.864 eV
Energy above the lowest of the compared OMol25 structures with the same formula, charge and spin   186.3 kJ/mol

```
! RIJCOSX wB97M-V def2-TZVPD def2/J DEFGRID3
* xyz 0 1
O -1.09068 1.56692 -0.55286
O 0.25220 -0.16411 1.39226
C -1.07453 0.15005 -0.57360
C -2.21968 -0.46548 0.23125
C 2.68986 -0.11899 -0.09365
C 1.50835 0.21149 -0.61377
C 0.25013 -0.39206 -0.02559
H -3.17661 -0.00491 -0.02724
H 0.99639 0.42281 1.57570
H 0.26206 -1.48094 -0.18638
H -0.70257 1.84555 0.28334
H 3.62558 0.33267 -0.40516
H 1.41916 0.95941 -1.40126
H 2.74976 -0.87514 0.68947
H -2.03086 -0.32757 1.30025
H -1.17581 -0.11577 -1.63340
H -2.28273 -1.54395 0.04062
*
```

=====

6.
Molecular formula: C15H19CoN11OP
Method: DFT, wB97M-V/def2-TZVPD

Output
HOMO (alpha / beta)   -14.52 / -14.51 eV
Gap between HOMO and LUMO (alpha / beta)   9.363 / 4.441 eV
E_LUMO (alpha / beta)   -5.152 / -10.069 eV
Energy above the lowest of the compared OMol25 structures with the same formula, charge and spin   59.6 kJ/mol
⟨S²⟩   6.047

```
! RIJCOSX wB97M-V def2-TZVPD def2/J DEFGRID3
* xyz 2 5
Co -0.77458 -0.02715 -0.25434
P -1.73416 0.92911 2.96850
O -0.04861 -1.15176 -1.66135
N -2.01716 -1.10113 1.02950
N -3.32829 -1.39733 2.76335
N -2.45182 0.36611 -1.41042
N 0.49071 -0.00884 1.46973
N 0.24125 -2.86282 -3.08532
N -1.19013 -1.14912 -3.63077
N -1.07157 1.96096 0.41513
N 0.93685 0.25399 3.60632
N -4.63791 1.12368 -0.62601
N -5.32778 1.62881 1.67800
N -2.00695 3.44348 1.74331
C -3.46502 -2.49392 1.96405
C -1.05616 3.17201 -0.21145
C 2.08103 -0.18669 3.01334
C 0.75060 0.55056 5.01716
C -2.64335 -2.30561 0.88961
C -0.33370 -1.70186 -2.76825
C 1.79375 -0.34634 1.68647
C -4.07320 -1.19174 3.99376
C -1.63473 4.09911 0.60968
C -2.44908 -0.56190 2.16871
C -0.01151 0.35457 2.64937
C -5.03060 1.39442 0.57925
C -1.66331 2.14199 1.59693
C -2.67149 4.03720 2.89327
C -3.50008 0.72476 -0.99671
H -2.46109 -2.94845 0.04658
H -2.78688 5.10521 2.73217
H -3.74713 -0.27672 4.48002
H -1.67827 -0.31753 -3.35524
H 0.05703 -3.32029 -3.96192
H 2.44161 -0.67432 0.89363
H -3.65276 3.58815 3.03504
H -1.43924 -1.60017 -4.49433
H 0.90618 -3.29089 -2.46470
H -3.92758 -2.04051 4.65942
H -5.13648 -1.10456 3.77372
H 0.41783 1.57937 5.14609
H -0.61472 3.31113 -1.18234
H -4.10003 -3.32289 2.22159
H 2.99062 -0.35351 3.56194
H 0.00756 -0.11828 5.44985
H -2.07576 3.88530 3.79164
H 1.69364 0.42129 5.54013
H -1.80325 5.15206 0.46992
*
```

=====

7.
Molecular formula: C15H25NPdS7Sb
Method: DFT, wB97M-V/def2-TZVPD

Output
HOMO   -10.80 eV
Gap between HOMO and LUMO   5.730 eV
E_LUMO   -5.067 eV
Energy above the lowest of the compared OMol25 structures with the same formula, charge and spin   221.5 kJ/mol

```
! RIJCOSX wB97M-V def2-TZVPD def2/J DEFGRID3
* xyz 1 1
Sb 2.08338 -2.43849 1.65383
Pd 0.17601 0.19307 -0.17110
S -0.58468 -1.81979 0.60848
S 0.75103 1.99726 2.03639
S -1.69421 4.54129 0.61872
S -1.63599 -0.33237 1.44572
S 0.66353 2.26688 -1.36459
S 2.48852 -0.42785 0.42637
S 2.71810 -4.00748 0.17327
N 2.24313 -2.34463 -2.69747
C -1.89879 3.18518 -0.58064
C -0.81038 -1.63045 -3.94191
C 0.81613 -2.37971 -2.19945
C -1.59481 3.67272 2.20353
C 2.00557 2.85531 1.05803
C -1.93274 -0.92876 -4.33776
C 2.48269 -3.28103 -3.82401
C 1.52407 3.44628 -0.25348
C 2.73541 -0.98419 -3.02583
C -0.17584 -1.38637 -2.72143
C -2.48927 -0.00090 -3.47571
C -1.89274 0.26024 -2.24829
C -0.20694 3.37496 2.74850
C -0.86743 3.17511 -1.70065
C -0.71248 -0.38143 -1.89677
H -0.30041 3.10697 3.80215
H -2.07272 4.35580 2.90990
H 2.24300 -0.65502 -3.93778
H 2.51028 -0.32206 -2.19348
H 0.92943 -2.27223 -1.12799
H -3.40449 0.51059 -3.74327
H 0.46956 -3.39805 -2.37182
H -2.40370 -1.15073 -5.28498
H -1.27411 2.70469 -2.59718
H 2.45561 3.64741 1.65929
H 2.36455 3.85141 -0.81747
H 2.20041 -4.28248 -3.50971
H -2.89203 3.25835 -1.02715
H 0.41405 4.26981 2.69961
H 0.80927 4.24698 -0.07139
H -2.36194 0.95272 -1.56351
H 2.75360 -2.71024 -1.87142
H 3.53782 -3.25539 -4.08485
H 1.88133 -2.95858 -4.67160
H 3.81134 -1.04391 -3.17325
H -2.22346 2.78148 2.17704
H -0.44254 -2.43649 -4.56613
H 2.77943 2.10712 0.89710
H -0.55370 4.17797 -1.99412
H -1.85991 2.24228 -0.02549
*
```

=====

| no. | DFT total energy (eV) | strongest force on any atom (eV/Å) |
| --- | --- | --- |
| 1 | -146287.506 | 1.107 |
| 2 | -88558.144 | 9.273 |
| 3 | -6775.348 | 2.464 |
| 4 | -11003.807 | 1.094 |
| 5 | -9441.112 | 0.304 |
| 6 | -81204.373 | 1.533 |
| 7 | -103309.145 | 0.735 |